(1)
68
Properties=species:S:1:pos:R:3 method="wB97M-V/def2-TZVPD" charge=0 orbital_gap_ev=6.685 multiplicity=1
Mg 0.41275 0.48120 0.90393
C -2.15125 -2.99210 0.44923
C -1.06995 -2.25070 0.93683
N -1.07985 -0.93810 1.02193
C -2.18815 -0.25700 0.68753
C -3.34515 -0.91970 0.19023
C -3.27705 -2.31750 0.04433
C -4.49155 -0.16870 -0.12107
C -4.48665 1.18920 0.07233
C -3.36925 1.84760 0.58493
C -2.19995 1.16750 0.88193
N -1.04445 1.66540 1.39273
C -0.95385 2.44870 2.49123
C -1.70085 3.57540 2.82383
C -1.57015 4.19520 4.06583
C -0.70355 3.72220 5.02013
C 0.08055 2.58920 4.74113
C 0.94775 2.00310 5.68353
C 1.55515 0.81180 5.38983
C 1.34805 0.24260 4.12573
N 0.62085 0.80820 3.18813
C -0.02695 1.95120 3.47203
H -2.08145 -4.06630 0.37303
H -0.16125 -2.74560 1.26503
H -4.12095 -2.83800 -0.38507
H -5.36135 -0.67780 -0.50787
H -5.35845 1.77390 -0.18577
H -3.39525 2.91990 0.68653
H -2.39235 3.98980 2.10823
H -2.17895 5.06270 4.28023
H -0.63765 4.18400 5.99453
H 1.09475 2.49590 6.63323
H 2.18475 0.31340 6.11053
H 1.79415 -0.71180 3.87673
C -1.36185 -4.59360 -5.04987
C -1.03875 -3.28050 -4.40227
C -0.98415 -2.10790 -5.15097
C -0.72345 -0.89010 -4.54277
C -0.49525 -0.84460 -3.18077
C -0.52715 -2.00300 -2.43057
C -0.79585 -3.21660 -3.03407
S -0.36945 0.69850 -2.25917
O -1.65455 0.81020 -1.62807
O 0.00155 1.77510 -3.14077
N 0.74755 0.44310 -1.10327
C 2.03935 0.42490 -1.49077
C 2.47955 0.37050 -2.81367
C 3.83335 0.39280 -3.13627
C 4.80095 0.41540 -2.16487
C 4.41655 0.43840 -0.81397
C 5.34935 0.45600 0.24013
C 4.90745 0.55780 1.53073
C 3.52855 0.62940 1.76783
N 2.62455 0.55870 0.81853
C 3.03245 0.46600 -0.46167
H -0.92765 -4.65470 -6.04507
H -2.44085 -4.71510 -5.15157
H -0.99025 -5.41870 -4.44657
H -1.15115 -2.15340 -6.21947
H -0.70525 0.02880 -5.10837
H -0.35525 -1.93000 -1.36947
H -0.81945 -4.12200 -2.44227
H 1.75665 0.34620 -3.61057
H 4.11925 0.39070 -4.17917
H 5.85105 0.42960 -2.41987
H 6.40205 0.39930 0.00643
H 5.59495 0.59230 2.36103
H 3.16285 0.75170 2.77603

***

(2)
16
Properties=species:S:1:pos:R:3 method="wB97M-V/def2-TZVPD" e_above_lowest_kcal_mol=40.8 smiles="CC1(C)COC=N1" charge=0 orbital_gap_ev=10.359 multiplicity=1
C 1.07497 -1.35517 0.27869
C 0.09380 -0.21019 0.01426
C -1.29931 -0.48868 0.73225
C 0.84277 1.14948 0.11306
O -0.04485 2.04549 -0.57187
C -0.67168 1.21186 -1.44468
N -0.47975 -0.03738 -1.34501
H 0.55746 -2.31535 0.24256
H 1.50613 -1.25258 1.28739
H 1.91445 -1.37867 -0.42292
H -1.68357 0.39826 1.24044
H -2.08160 -0.75747 -0.00565
H -1.23317 -1.35113 1.39535
H 1.12454 1.57815 1.07563
H 1.77373 1.07772 -0.48806
H -1.39391 1.68566 -2.10144

***

(3)
2
Properties=species:S:1:pos:R:3 method="wB97M-V/def2-TZVPD" e_above_lowest_kcal_mol=188.5 smiles=N#N charge=0 orbital_gap_ev=9.968 multiplicity=1
N 0.00671 -0.19938 0.79453
N -0.00671 0.19938 -0.79453

***

(4)
52
Properties=species:S:1:pos:R:3 method="wB97M-V/def2-TZVPD" e_above_lowest_kcal_mol=1.7 smiles="COc1ccc(NC(=O)CSc2ccccc2)cc1S(=O)(=O)N1CCCCC1" charge=0 orbital_gap_ev=9.277 multiplicity=1
C 4.04612 2.86425 0.40272
O 3.18906 1.79549 0.77467
C 1.89005 1.91436 0.34953
C 0.97925 2.69017 1.06460
C -0.35395 2.73879 0.70679
C -0.80591 2.01007 -0.39156
N -2.13977 1.98986 -0.79618
C -3.23326 2.41712 -0.11705
O -3.22467 3.03109 0.92481
C -4.54842 2.06504 -0.80470
S -4.51403 0.53043 -1.78311
C -3.85718 -0.67975 -0.65851
C -3.41447 -1.86874 -1.22881
C -2.89261 -2.86484 -0.42763
C -2.80008 -2.67840 0.94282
C -3.24185 -1.49387 1.50474
C -3.77747 -0.49231 0.71272
C 0.10434 1.25044 -1.12179
C 1.43172 1.20479 -0.75386
S 2.52509 0.19042 -1.77185
O 3.80373 0.82669 -1.86972
O 1.80275 -0.06597 -2.98566
N 2.73143 -1.26548 -1.02728
C 1.62360 -2.18843 -1.04959
C 0.79531 -2.12901 0.23401
C 1.70863 -2.37098 1.43337
C 2.82658 -1.33108 1.44604
C 3.59667 -1.35665 0.12381
H 3.61158 3.83229 0.67028
H 4.96956 2.70846 0.95647
H 4.24877 2.82590 -0.67067
H 1.32830 3.24605 1.92177
H -1.05122 3.32904 1.27816
H -2.31850 1.46869 -1.64935
H -5.34756 2.02523 -0.06371
H -4.79294 2.84502 -1.52898
H -3.48845 -2.00107 -2.29759
H -2.55522 -3.78713 -0.87634
H -2.38985 -3.45478 1.57073
H -3.17756 -1.34145 2.57159
H -4.12457 0.41680 1.17678
H -0.19845 0.69083 -1.99386
H 2.02911 -3.19935 -1.17639
H 1.02742 -1.94041 -1.92765
H 0.00687 -2.88146 0.19185
H 0.32173 -1.14848 0.32506
H 2.14084 -3.37213 1.36159
H 1.13531 -2.31563 2.36065
H 2.40078 -0.33984 1.59975
H 3.52159 -1.52958 2.26301
H 4.16269 -2.29269 0.04333
H 4.28911 -0.51781 0.06019

***

(5)
8
Properties=species:S:1:pos:R:3 method="wB97M-V/def2-TZVPD" e_above_lowest_kcal_mol=37.3 smiles=Sc1nonc1Cl charge=0 orbital_gap_ev=10.350 multiplicity=1
S -1.84402 -1.05943 -0.00020
C -0.68481 0.24379 0.00235
N -0.96430 1.50959 -0.00222
O 0.22102 2.17175 -0.00067
N 1.25956 1.31037 0.00532
C 0.74248 0.12078 -0.00808
Cl 1.66014 -1.30044 0.00053
H -2.89897 -0.24278 0.01239

***

(6)
20
Properties=species:S:1:pos:R:3 method="wB97M-V/def2-TZVPD" e_above_lowest_kcal_mol=157.2 charge=0 orbital_gap_ev="8.169 / 6.923" multiplicity=1
C -0.35490 -1.17425 1.24503
C 2.49407 0.55998 0.31780
N -0.54548 -0.48455 -0.02968
C -2.76287 -0.04501 0.24840
C -0.33613 0.73023 -0.28793
C 1.58620 -0.08622 -0.64695
C 1.75999 -0.81745 -1.71968
O -3.30087 1.00207 -0.46417
N -0.41048 1.90261 -0.59425
O -3.45792 -0.78145 0.89505
H -4.26944 1.01533 -0.31905
H -1.34326 2.31143 -0.60325
H -0.18105 -0.48881 2.07491
H 0.47749 -1.86717 1.13090
H -1.26531 -1.73840 1.44026
H 2.30664 1.63441 0.36715
H 3.53793 0.40208 0.01926
H 2.37005 0.14859 1.32267
H 0.93473 -1.24414 -2.27524
H 2.76059 -0.97928 -2.12122

***

Calculated total energy, respectively: -63493.2688 -8867.4442 -2972.9024 -53970.3492 -30472.8852 -13453.1237 eV.